55
Properties=species:S:1:pos:R:3 method="wB97M-V/def2-TZVPD" total_energy_ha=-1539.8655 multiplicity=5 s2=6.019 total_charge=+1 relative_energy_kj_mol=0.0 e_homo_ev="-10.59 / -10.62" gap_ev="8.16 / 7.11" max_force_ev_per_a=1.0
Rh -0.398 0.690 -0.389
C -1.875 -2.911 0.236
C -0.507 -2.710 -0.393
N 0.223 -1.500 0.022
C 0.722 -1.453 1.409
C -0.263 -0.829 2.402
N -0.826 0.458 1.947
C -2.125 0.766 2.588
C -3.184 1.566 1.795
C -2.769 2.609 0.753
N -2.344 2.077 -0.547
C -3.343 1.573 -1.481
C -3.726 0.112 -1.234
N -2.570 -0.773 -0.991
C -2.975 -1.883 -0.109
H -1.761 -2.979 1.318
H -2.212 -3.901 -0.074
H -0.599 -2.663 -1.481
H 0.099 -3.595 -0.168
H 1.033 -1.456 -0.590
H 1.642 -0.866 1.392
H 0.984 -2.453 1.773
H 0.252 -0.726 3.362
H -1.093 -1.511 2.573
H -0.178 1.202 2.183
H -1.939 1.270 3.541
H -2.582 -0.189 2.847
H -3.768 2.104 2.544
H -3.888 0.873 1.336
H -1.939 3.212 1.125
H -3.625 3.281 0.614
H -1.795 2.793 -1.005
H -2.918 1.677 -2.481
H -4.263 2.169 -1.459
H -4.327 -0.236 -2.080
H -4.376 0.051 -0.364
H -2.288 -1.164 -1.885
H -3.829 -2.413 -0.544
H -3.342 -1.426 0.812
O 0.309 2.369 -0.200
N 7.107 0.402 -2.346
C 6.569 0.446 -1.116
S 7.431 0.439 0.269
C 5.082 0.466 -1.090
C 4.392 1.330 -0.254
C 3.011 1.288 -0.224
N 2.284 0.430 -0.948
C 2.954 -0.391 -1.759
C 4.331 -0.404 -1.878
H 8.109 0.407 -2.441
H 6.550 0.548 -3.171
H 4.930 2.023 0.379
H 2.450 1.975 0.396
H 2.355 -1.071 -2.359
H 4.802 -1.105 -2.555